No. 1
Formula: C3H6N2O
Source: OMol25
Level of theory: ωB97M-V/def2-TZVPD

Computed properties:
2S+1: 3
Kohn-Sham gap (alpha / beta): 7.5837 / 7.2223 eV
LUMO (alpha / beta): 1.0 / -2.5 eV
relative energy (zero: lowest compared OMol25 entry of this formula, charge and spin): 43.4 kcal/mol
expectation value of S²: 2.017
highest occupied orbital energy (alpha / beta): -0.2418 / -0.3574 hartree

Last column: Löwdin spin population.
Element x y z (Å)
C 1.13912 -0.03478 0.30695  0.0843
C -0.28999 1.90240 -0.33979  0.1009
C -0.42620 -1.94424 0.10413  0.0885
N 0.28579 0.60613 -0.51106  0.8220
N -0.03118 -0.62662 0.62300  0.8226
O 2.26791 -0.08289 0.57275  -0.0225
H 0.37481 2.57299 0.30841  0.0066
H -0.37264 2.35427 -1.34024  0.0204
H -1.36737 1.88597 0.13793  0.0350
H 0.46061 -2.54586 -0.11691  0.0042
H -0.95030 -2.30955 1.00255  0.0162
H -1.09054 -1.77781 -0.74771  0.0218



No. 2
Formula: C27H46BFN12O2SSiY
Source: OMol25
Level of theory: ωB97M-V/def2-TZVPD

Computed properties:
total charge: +1
2S+1: 1
Kohn-Sham gap: 8.5066 eV
LUMO: -1.9 eV
relative energy (zero: lowest compared OMol25 entry of this formula, charge and spin): 52.1 kcal/mol
highest occupied orbital energy: -0.3840 hartree

Last column: Löwdin charge in e.
Element x y z (Å)
Y 0.45176 0.31940 -0.37079  1.4598
C -2.33199 -2.53691 1.32418  -0.0106
C -0.86113 -2.53907 1.11072  -0.3642
C 0.14575 -3.06789 1.94553  0.0041
C 1.36703 -2.86479 1.37456  -0.1919
C 2.78789 -3.45872 1.62017  0.0262
N 1.07198 -2.20362 0.16287  -0.0411
N -0.28985 -1.97495 0.09352  0.0013
B 2.11924 -2.33114 -1.08359  -0.3985
N 1.39101 -2.02559 -2.42269  0.0080
N 0.70534 -0.88559 -2.57517  0.0132
C 0.25221 -0.87717 -3.80448  -0.3545
C -0.51017 0.24755 -4.43288  -0.0410
C 0.57177 -2.06439 -4.41984  0.0027
C 1.29191 -2.78944 -3.52139  -0.2596
C 1.90279 -4.14067 -3.74921  -0.0050
N 3.24264 -1.19634 -0.70674  0.0242
N 2.89076 0.16002 -0.75562  0.0060
C 4.02828 0.82143 -0.90836  -0.3206
C 4.13341 2.33618 -0.97616  -0.0241
C 5.12652 -0.05829 -0.95342  0.0127
C 4.58421 -1.30223 -0.81581  -0.2962
C 5.36684 -2.58434 -0.84316  -0.0071
H -2.70882 -3.52021 1.76271  0.1162
H -2.87825 -2.49178 0.34625  0.0836
H -2.59648 -1.64841 1.95417  0.0860
H -0.04978 -3.72660 2.81632  0.1325
H 2.84656 -3.88072 2.59181  0.0786
H 3.49438 -2.72616 1.35622  0.0450
H 2.86938 -4.24227 0.90855  0.0692
H 2.76808 -3.32715 -1.18621  0.1078
H -1.33273 0.58196 -3.83049  0.0377
H -0.92623 -0.11819 -5.47012  0.1234
H 0.14605 1.06168 -4.72051  0.0626
H 0.38103 -2.30248 -5.47886  0.1314
H 1.92729 -4.43709 -4.79517  0.0847
H 1.44953 -4.95348 -3.20568  0.0835
H 2.95299 -4.02977 -3.45858  0.0766
H 3.13235 2.76939 -0.92564  0.0128
H 4.61911 2.67861 -1.93473  0.1107
H 4.71909 2.74658 -0.18538  0.0713
H 6.22391 0.12859 -1.03256  0.1356
H 6.45504 -2.44764 -0.72206  0.0978
H 5.10144 -3.12710 -1.73768  0.0766
H 5.06766 -3.23075 -0.02979  0.0607
C -2.71086 3.93116 0.96311  -0.1440
Si -3.71525 2.51848 1.62873  0.5130
C -3.96983 2.25854 3.46807  -0.1673
C -5.38557 2.78419 0.73437  -0.1673
N -2.95021 1.10113 0.90741  -0.1706
C -3.50695 0.24234 -0.01766  -0.2627
C -4.77508 -0.29350 0.23351  -0.0437
C -5.35028 -1.11543 -0.67034  -0.0759
C -4.68923 -1.52695 -1.81965  -0.0590
C -3.44901 -0.94970 -2.08661  -0.0004
C -2.90661 -0.05558 -1.19826  -0.1884
F -1.70604 0.57107 -1.54136  -0.0870
H -2.66868 4.79352 1.52229  -0.0005
H -3.12957 4.13339 -0.07456  0.0706
H -1.65819 3.68781 0.83725  0.0045
H -3.23179 2.76806 4.08367  0.0210
H -4.10718 1.19499 3.76242  0.0397
H -4.97600 2.66858 3.74841  0.0448
H -5.08227 2.96939 -0.31963  0.0363
H -5.72529 3.83423 1.02123  0.0619
H -6.21818 2.09485 0.79800  0.0220
H -5.18912 -0.11429 1.17359  0.1045
H -6.29569 -1.51903 -0.37624  0.1107
H -5.17179 -2.13147 -2.58846  0.1166
H -3.03482 -1.28627 -3.04992  0.1322
N 1.38977 2.40927 0.72075  -0.0325
N 1.39485 3.71861 0.25605  -0.0428
C 0.82417 3.92316 -0.92733  -0.8795
N 0.59506 5.19328 -1.25576  0.1048
S 0.44381 2.72517 -2.03655  0.7054
H 1.04758 2.32341 1.64100  0.0102
H 2.38384 2.14444 0.84147  0.1023
H 1.62197 4.43664 0.89863  0.1578
H 0.84484 6.02757 -0.73636  0.1261
H 0.17827 5.26956 -2.19671  0.1096
C 1.79735 -0.28421 5.29107  -0.0488
O 1.51666 -0.48206 3.91187  -0.0470
C 0.98140 0.43393 3.07534  -0.6436
O 0.92804 -0.00627 1.87672  -0.1727
N 0.60464 1.66100 3.41048  0.0880
N -1.60003 0.77640 1.14817  0.0062
H 1.82400 -1.23367 5.66783  0.0592
H 0.95848 0.20569 5.83852  0.1033
H 2.70562 0.30208 5.41925  0.1007
H 0.75405 1.87750 4.39819  0.0334
H -1.18756 1.45791 1.77289  0.0531
H -1.50312 -0.17933 1.53033  0.0676



No. 3
Formula: C3H4FNO
Source: OMol25
Level of theory: ωB97M-V/def2-TZVPD

Computed properties:
SMILES string: C=C=N.O=CF
2S+1: 1
Kohn-Sham gap: 10.0724 eV
LUMO: 0.9 eV
relative energy (zero: lowest compared OMol25 entry of this formula, charge and spin): 44.8 kcal/mol
highest occupied orbital energy: -0.3371 hartree

Last column: Löwdin charge in e.
Element x y z (Å)
C 1.18158 -0.12104 -0.36108  -0.3520
C 0.95169 0.36203 0.79228  -0.0594
C -1.52354 0.01283 0.08373  -0.3682
N 1.41602 -0.52339 -1.44366  0.1918
O -1.45481 -0.55106 -0.96919  0.0751
F -2.03087 -0.46406 1.24016  0.0663
H 1.00206 1.48466 1.13920  0.1301
H 1.01075 -0.45242 1.50891  0.0807
H -1.30486 1.07577 0.19194  0.1265
H 0.75199 -0.82334 -2.18230  0.1091



No. 4
Formula: C41H37N7OS3SbSe4V
Source: OMol25
Level of theory: ωB97M-V/def2-TZVPD

Computed properties:
total charge: -1
2S+1: 4
Kohn-Sham gap (alpha / beta): 4.8575 / 5.5307 eV
LUMO (alpha / beta): 1.8 / 1.8 eV
relative energy (zero: lowest compared OMol25 entry of this formula, charge and spin): 0.0 kcal/mol
expectation value of S²: 3.800
highest occupied orbital energy (alpha / beta): -0.1120 / -0.1375 hartree

Last column: Löwdin spin population.
Element x y z (Å)
V 0.27218 0.15425 0.18532  1.9337
Se 4.18156 -3.46815 1.40608  0.0266
Sb 3.50217 -1.16712 1.07052  0.0226
Se 1.31716 -0.50804 2.17694  0.0063
Se 2.03394 -0.73739 -0.98534  -0.0689
Se 5.21188 0.50084 1.34776  0.0170
N -0.72144 0.87224 -1.76235  0.0124
S -0.58735 0.23039 -3.06429  0.0073
N -0.66620 -1.37373 -3.15338  0.0263
S -1.98394 -2.22372 -3.04323  0.1168
N -2.71741 -2.34486 -1.62683  0.0199
S -1.81741 -2.48649 -0.24056  0.0123
N -0.87610 -1.49279 0.16674  -0.0012
C -1.05464 -4.09243 -0.22633  0.0008
C -1.75904 -5.27042 -0.44779  0.0012
C -1.09475 -6.47469 -0.32114  0.0004
C 0.25675 -6.48822 0.03200  0.0011
C 0.93505 -5.31001 0.27991  0.0002
C 0.27330 -4.08920 0.16968  0.0014
C -3.16568 -2.74573 0.92246  0.0009
C -2.75675 -2.60236 2.24240  0.0007
C -3.68852 -2.82391 3.25061  0.0001
C -4.98740 -3.19072 2.92738  0.0001
C -5.37511 -3.33170 1.59979  0.0002
C -4.45590 -3.11280 0.58019  0.0008
C -3.20133 -1.83984 -4.08470  0.1417
C -4.59203 -1.75890 -3.70449  0.1258
C -5.54675 -1.65285 -4.67348  0.0273
C -5.22545 -1.64107 -6.05038  0.2218
C -3.87832 -1.76374 -6.42294  0.0226
C -2.87600 -1.87273 -5.49874  0.1525
C -1.27429 -3.79947 -3.59395  0.0361
C -2.18998 -4.80584 -3.85816  0.0049
C -1.73872 -6.00052 -4.38898  0.0003
C -0.38331 -6.17680 -4.64489  0.0041
C 0.51948 -5.16072 -4.38012  0.0020
C 0.07418 -3.94606 -3.86196  0.0094
C 0.91296 0.48084 -3.98319  0.0010
C 1.32463 -0.31158 -5.04351  0.0009
C 2.53274 -0.02559 -5.65805  -0.0001
C 3.31810 1.02919 -5.20331  0.0007
C 2.89296 1.80946 -4.14065  -0.0004
C 1.67901 1.53848 -3.52557  -0.0003
C -1.86599 0.86916 -4.19119  0.0076
C -1.66890 1.07107 -5.54386  0.0046
C -2.67183 1.67364 -6.29788  0.0039
C -3.85005 2.07642 -5.69414  0.0078
C -4.03068 1.88049 -4.32857  0.0090
C -3.03696 1.28665 -3.57151  0.0071
H -2.80894 -5.24099 -0.71072  0.0002
H -1.62218 -7.40392 -0.49503  0.0000
H 0.77384 -7.43507 0.12694  0.0001
H 1.97781 -5.29547 0.57769  -0.0002
H 0.77669 -3.15550 0.40047  0.0003
H -1.73344 -2.30944 2.45934  0.0006
H -3.39112 -2.71023 4.28453  0.0000
H -5.70426 -3.37612 3.71717  0.0000
H -6.39119 -3.61383 1.35606  0.0000
H -4.73076 -3.20411 -0.46228  0.0006
H -4.85524 -1.77026 -2.65797  0.0092
H -6.58448 -1.56946 -4.37059  -0.0031
H -6.00028 -1.55480 -6.79816  0.0175
H -3.61637 -1.77140 -7.47513  -0.0039
H -1.84632 -1.97904 -5.81590  0.0104
H -3.24423 -4.64177 -3.66707  0.0002
H -2.44195 -6.79536 -4.60112  0.0000
H -0.03175 -7.11446 -5.05639  0.0003
H 1.57566 -5.30205 -4.56584  0.0003
H 0.76201 -3.14461 -3.63167  0.0009
H 0.72955 -1.16054 -5.35382  0.0000
H 2.87439 -0.64024 -6.48060  0.0000
H 4.27935 1.22128 -5.66107  0.0001
H 3.51925 2.60659 -3.76308  0.0000
H 1.34759 2.09279 -2.65730  -0.0002
H -0.74843 0.77153 -6.02616  0.0010
H -2.52411 1.81674 -7.36052  0.0000
H -4.62897 2.54041 -6.28556  0.0011
H -4.95186 2.19048 -3.85054  0.0010
H -3.15870 1.11459 -2.50887  0.0008
C -0.11576 4.34112 -0.98477  0.0000
N -1.10301 3.51215 -0.29421  0.0005
C -2.43246 3.63495 -0.57085  0.0041
C -3.34432 2.76279 -0.11573  0.0000
C -2.85300 1.65714 0.67240  0.0058
N -1.57271 1.50342 0.94606  0.0038
C -0.68812 2.36074 0.31313  0.0045
O 0.52902 2.19078 0.50326  0.0103
N -3.71885 0.76970 1.20889  0.0040
H -0.42898 5.38128 -0.91975  0.0000
H -0.04663 4.02714 -2.02674  0.0001
H 0.84236 4.20756 -0.49547  -0.0001
H -2.71153 4.46819 -1.20261  0.0002
H -4.39278 2.88358 -0.33758  0.0000
H -4.63480 0.68851 0.80135  0.0003
H -3.30788 -0.09851 1.52578  0.0002



no.,total energy (eV)
1,-8229.2882
2,-73873.1193
3,-9428.6759
4,-381709.3674